No. 1
# C3H3ClN2

A single C3H3ClN2 molecule (ωB97M-V with the def2-TZVPD basis set, the Open Molecules 2025 dataset).

Results
Orbital gap   0.3769 Ha
SMILES string   Clc1cn[nH]c1
E_HOMO   -0.34160 Eh
Charge   0

Geometry (Å):
1 C 0.26369 -0.75215 0.44604
2 C -1.11045 -0.47475 0.20604
3 C 0.97380 0.24100 -0.16935
4 H -2.01459 -0.96738 0.62204
5 H 0.13120 1.82643 -1.12979
6 H 2.05644 0.39477 -0.29825
7 N -1.18661 0.69696 -0.45815
8 N 0.02511 0.96816 -0.73639
9 Cl 0.86140 -1.93305 1.51780

Forces on atoms 1 to 2 (eV/Å):
C -1.0027 -0.3198 0.4849
C -0.2985 0.6691 0.8393

Mulliken population analysis, charges in e, atoms 1 to 5:
1. C 0.26
2. C -0.28
3. C -0.36
4. H 0.38
5. H 0.20

No. 2
# C3H3ClN2S

A single C3H3ClN2S molecule (ωB97M-V with the def2-TZVPD basis set, the Open Molecules 2025 dataset).

Results
Orbital gap   0.3294 Ha
SMILES string   Sn1cncc1Cl
E_HOMO   -0.31283 Eh
Charge   0

Geometry (Å):
1 C 0.25516 -1.21497 -0.33741
2 C 1.47146 0.45284 0.22961
3 C 0.16690 0.91983 0.01724
4 H -2.29270 -0.06591 1.22572
5 H 0.16214 -2.30969 -0.63094
6 H 2.30039 1.31097 0.18165
7 N -0.66423 -0.26949 -0.12599
8 N 1.51967 -0.83356 -0.21066
9 S -2.36709 -0.31456 -0.09923
10 Cl -0.55169 2.32455 -0.24999

Forces on atoms 1 to 2 (eV/Å):
C 2.2789 -3.7018 -0.5940
C -0.5832 4.4502 -2.5646

Mulliken population analysis, charges in e, atoms 1 to 5:
1. C 0.04
2. C -0.14
3. C 0.24
4. H 0.17
5. H 0.34

No. 3
# C3H3ClO

A single C3H3ClO molecule (ωB97M-V with the def2-TZVPD basis set, the Open Molecules 2025 dataset).

Results
Orbital gap (spin up / spin down)   0.2644 / 0.3045 Ha
E_HOMO (spin up / spin down)   -0.27129 / -0.29672 Eh
Charge   0

Geometry (Å):
1 C -0.42394 -1.08014 0.38087
2 C -0.60277 0.35568 0.40236
3 C 0.54596 0.65534 -0.53799
4 O -0.06985 -2.01881 -0.21774
5 Cl 2.15466 0.45339 0.08317
6 H -1.64436 0.63675 0.00211
7 H -0.48792 0.78718 1.34541
8 H 0.52823 0.21061 -1.45819

Forces on atoms 1 to 2 (eV/Å):
C -0.4676 -2.4549 0.1121
C 0.0845 1.6984 -2.9155

Mulliken population analysis, charges in e, atoms 1 to 5:
1. C 0.26
2. C -0.17
3. C -0.45
4. O -0.31
5. Cl -0.16

Computed calculated total energy, in the same sequence as the records: -685.787004, -1083.933321, -651.408598 Eh.